DFT (ωB97M-V with the def2-TZVPD basis set) results for C27H45As2N4O9PV as an isolated structure.

Summary:
Highest occupied orbital energy (alpha / beta) = -11.80 / -13.30 eV
Energy relative to the best compared isomer or geometry (same formula, charge and spin) = 0.921 eV
Frontier orbital gap (alpha / beta) = 5.5 / 7.6 eV
Spin multiplicity = 4
Max |F| = 0.63 eV/Å
M = 801.4 g mol⁻¹
E_tot = -209756.5533 eV
Charge = +2
Lowest unoccupied orbital energy (alpha / beta) = -6.3 / -5.7 eV

Atoms and positions in Å:
V1 -0.37 -0.53 -1.81
N1 -2.46 -2.90 -0.73
C1 -2.06 -3.11 -1.99
C2 -2.47 -4.28 -2.69
C3 -2.11 -4.46 -3.99
C4 -1.33 -3.48 -4.64
C5 -0.94 -2.40 -3.92
N2 -1.26 -2.21 -2.60
H1 -3.09 -3.55 -0.30
H2 -2.31 -2.00 -0.28
H3 -3.08 -5.00 -2.17
H4 -2.43 -5.34 -4.52
H5 -1.05 -3.57 -5.68
H6 -0.36 -1.61 -4.37
C6 3.28 1.91 1.54
O1 4.17 0.80 1.41
C7 3.91 -0.37 2.06
O2 4.78 -1.17 2.22
C8 2.48 -0.61 2.44
C9 2.07 -0.92 3.66
As1 0.26 -1.41 4.31
C10 0.31 -0.08 5.76
C11 -0.80 -0.46 2.97
C12 -0.26 -0.02 1.76
As2 1.29 -0.68 0.89
C13 0.91 -2.61 0.91
C14 -1.35 0.45 0.86
O3 -1.40 -0.31 -0.31
O4 -1.32 1.77 0.43
C15 -1.28 2.74 1.48
C16 -2.18 -0.31 2.82
O5 -2.54 0.22 1.62
O6 -3.23 -0.55 3.56
C17 -3.04 -1.17 4.84
C18 3.05 -1.27 4.77
O7 3.00 -2.40 5.19
O8 3.89 -0.38 5.29
C19 3.84 1.00 4.96
H7 3.89 2.80 1.40
H8 2.81 1.94 2.52
H9 2.50 1.88 0.77
H10 1.16 -0.31 6.39
H11 -0.59 -0.15 6.37
H12 0.40 0.93 5.36
H13 0.70 -2.96 1.93
H14 1.76 -3.17 0.53
H15 0.03 -2.82 0.29
H16 -2.19 2.70 2.08
H17 -1.21 3.71 1.00
H18 -0.41 2.58 2.12
H19 -4.04 -1.34 5.23
H20 -2.50 -0.51 5.50
H21 -2.52 -2.12 4.73
H22 4.11 1.54 5.86
H23 2.84 1.31 4.64
H24 4.58 1.22 4.18
C20 -3.85 2.47 -1.82
N3 -2.85 1.72 -2.59
C21 -3.31 0.46 -3.15
C22 -1.56 2.03 -2.56
O9 -0.65 1.10 -2.74
N4 -1.13 3.28 -2.39
C23 -1.93 4.45 -2.75
C24 0.25 3.54 -2.01
H25 -4.41 1.75 -1.22
H26 -4.55 2.99 -2.48
H27 -3.36 3.16 -1.15
H28 -4.27 0.63 -3.63
H29 -3.44 -0.29 -2.36
H30 -2.61 0.10 -3.90
H31 -2.78 4.15 -3.35
H32 -1.30 5.11 -3.35
H33 -2.27 4.99 -1.87
H34 0.62 2.73 -1.38
H35 0.28 4.46 -1.44
H36 0.89 3.65 -2.89
C25 3.05 0.72 -2.15
P1 2.06 -0.72 -2.60
C26 2.17 -0.76 -4.42
C27 3.03 -2.15 -2.06
H37 4.02 0.66 -2.65
H38 3.21 0.75 -1.07
H39 2.55 1.64 -2.47
H40 3.20 -0.57 -4.72
H41 1.54 0.02 -4.86
H42 1.87 -1.73 -4.81
H43 4.00 -2.15 -2.57
H44 2.51 -3.08 -2.28
H45 3.21 -2.09 -0.98

---

DFT (ωB97M-V with the def2-TZVPD basis set) results for a 14-piece molecular cluster, C27H45Cl26I2O3PS overall.

Summary:
Highest occupied orbital energy = -8.47 eV
Frontier orbital gap = 6.8 eV
Spin multiplicity = 1
Max |F| = 4.65 eV/Å
M = 1656.3 g mol⁻¹
E_tot = -396774.3763 eV
Lowest unoccupied orbital energy = -1.7 eV

Atoms and positions in Å:
C1 1.72 -2.12 -0.26
O1 1.04 -1.99 -1.53
C2 1.46 -0.77 -2.22
C3 0.30 -0.18 -3.19
C4 -1.05 0.24 -2.36
C5 -0.70 0.62 -0.85
C6 -1.95 1.21 -0.02
C7 -1.70 2.18 1.01
P1 0.05 2.81 1.44
S1 0.09 4.57 2.26
C8 -2.97 2.71 1.85
O2 -2.85 3.33 2.94
C9 -4.48 2.44 1.38
I1 -6.08 3.55 2.41
C10 -4.73 1.49 0.37
C11 -6.18 1.11 -0.14
C12 -6.52 1.59 -1.64
C13 -7.03 0.29 -2.47
I2 -9.07 -0.30 -1.88
C14 -3.46 0.74 -0.26
O3 -3.75 -0.30 -0.94
H1 2.00 -3.22 -0.13
H2 1.03 -1.85 0.63
H3 2.67 -1.50 -0.18
H4 1.92 0.01 -1.51
H5 2.32 -1.11 -2.93
H6 0.66 0.65 -3.89
H7 0.00 -1.06 -3.87
H8 -1.43 1.20 -2.86
H9 -1.77 -0.63 -2.48
H10 0.19 1.34 -0.88
H11 -0.34 -0.28 -0.22
H12 0.59 1.79 2.32
H13 0.92 2.85 0.31
H14 -6.23 -0.04 -0.15
H15 -7.02 1.44 0.56
H16 -5.65 2.12 -2.17
H17 -7.44 2.28 -1.58
H18 -6.36 -0.61 -2.28
H19 -7.05 0.56 -3.58
C15 -7.34 6.86 5.19
Cl1 -7.56 7.87 3.77
Cl2 -8.00 5.24 4.94
H20 -6.27 6.77 5.40
H21 -7.85 7.32 6.04
C16 -1.89 -3.04 -0.14
Cl3 -1.36 -2.77 1.52
Cl4 -2.11 -4.76 -0.48
H22 -2.84 -2.53 -0.29
H23 -1.15 -2.63 -0.83
C17 3.30 4.02 4.33
Cl5 3.04 5.71 3.87
Cl6 3.62 3.02 2.91
H24 4.15 3.97 5.01
H25 2.41 3.65 4.83
C18 3.04 3.21 -3.59
Cl7 2.26 2.45 -2.20
Cl8 3.80 2.01 -4.63
H26 2.29 3.75 -4.16
H27 3.80 3.90 -3.23
C19 -11.52 -1.32 -4.74
Cl9 -13.20 -1.59 -4.24
Cl10 -11.44 -0.70 -6.39
H28 -11.07 -0.59 -4.07
H29 -10.98 -2.26 -4.68
C20 -3.48 5.72 -1.12
Cl11 -2.05 5.60 -2.15
Cl12 -3.72 4.25 -0.18
H30 -3.36 6.56 -0.44
H31 -4.36 5.88 -1.75
C21 5.51 -0.54 2.83
Cl13 4.89 -2.07 3.46
Cl14 4.45 0.12 1.58
H32 5.58 0.18 3.65
H33 6.50 -0.70 2.41
C22 -7.04 -3.36 -0.72
Cl15 -6.83 -4.01 0.91
Cl16 -5.52 -3.41 -1.62
H34 -7.78 -3.95 -1.24
H35 -7.38 -2.32 -0.64
C23 8.37 -1.98 4.97
Cl17 8.12 -0.29 4.52
Cl18 8.70 -2.97 3.54
H36 9.22 -2.04 5.64
H37 7.48 -2.35 5.46
C24 -0.36 -5.74 -3.45
Cl19 -0.57 -4.06 -3.95
Cl20 -0.04 -6.79 -4.84
H38 0.47 -5.80 -2.76
H39 -1.27 -6.08 -2.96
C25 7.82 -2.29 -0.23
Cl21 7.58 -0.61 0.24
Cl22 7.17 -2.61 -1.84
H40 8.89 -2.51 -0.23
H41 7.32 -2.94 0.50
C26 10.64 -0.38 -2.07
Cl23 10.90 -1.06 -0.46
Cl24 12.14 -0.37 -3.01
H42 9.90 -0.99 -2.59
H43 10.28 0.64 -1.97
C27 10.78 -6.39 5.15
Cl25 10.54 -4.71 5.62
Cl26 10.13 -6.71 3.54
H44 11.84 -6.61 5.15
H45 10.27 -7.04 5.87